Record 1
DFT (the ωB97M-V functional and the def2-TZVPD basis) results for a 7-piece molecular cluster, C33H44B2Cl2F2N4O26P overall in a non-equilibrium geometry.

Geometry as XYZ:
```
114
Properties=species:S:1:pos:R:3:forces:R:3:lowdin_charge:R:1
C 1.31690 -0.09759 -0.53024 -7.574 7.229 0.467 0.194
C 0.38718 0.98160 -0.60192 5.557 -7.597 0.162 -0.010
C -0.81260 2.14629 -0.74452 2.528 -2.236 -0.378 -0.234
C -1.89370 1.57022 0.32936 -6.027 1.144 1.703 -0.185
O -3.20480 1.78605 0.38422 8.289 -0.890 -1.302 0.019
N -1.32125 0.70023 1.46976 -2.445 -1.632 -1.601 0.118
C -2.14131 -0.59934 1.43940 -4.748 -0.785 4.053 -0.157
O -3.14921 -0.82196 2.32134 7.657 1.021 -6.622 0.022
F -1.78844 -1.56562 0.35994 -1.152 3.639 3.587 0.015
N 0.01198 3.36941 -0.46498 0.831 0.167 -2.413 -0.201
P -0.59957 4.70958 0.47765 0.064 3.499 1.303 0.952
C -2.50302 4.92555 0.44847 -1.086 0.703 -0.216 -0.277
O -0.02170 6.17283 -0.35734 -0.993 -3.040 -0.642 -0.333
C 0.90475 3.55550 -1.67085 -2.901 -1.530 0.688 -0.092
N 2.17912 4.03369 -1.56058 -3.188 -0.726 -1.022 0.111
C 3.04702 4.26855 -2.76037 1.902 1.172 -0.319 -0.004
B 4.33826 3.19522 -2.81859 1.988 -1.548 -0.504 -0.380
O 4.38084 1.90541 -2.10321 0.534 3.904 -0.242 0.076
O 5.51503 3.65373 -3.62722 -1.733 0.385 3.831 0.041
B 2.90516 4.38221 -0.23503 0.067 -0.055 2.816 -0.460
O 3.11018 3.26881 0.71378 1.639 3.865 -2.286 0.098
O 3.30372 5.79890 0.03212 1.032 -3.902 -2.021 0.081
N 0.03648 3.09488 -2.76235 2.225 -1.082 1.078 -0.047
C 0.34265 2.87153 -4.16961 0.959 0.870 -1.971 -0.095
C 1.53225 1.83497 -4.58465 3.613 -0.840 -7.628 -0.146
O 1.98277 1.91793 -5.86796 -3.237 -0.609 9.553 0.019
F 2.15518 0.78610 -3.75001 -2.458 3.576 -1.964 0.005
C -1.21987 2.28247 -2.35366 0.937 0.807 1.960 -0.281
C -1.27482 0.70927 -2.81115 -1.965 -0.119 -2.181 -0.055
C -2.38445 3.33709 -2.81002 -5.406 -1.786 0.065 -0.432
Cl -2.03585 5.14658 -3.25575 -0.059 -2.728 0.800 0.607
C -3.86699 3.02246 -2.89806 3.109 1.825 -0.243 -0.538
C -4.98702 4.18907 -3.32900 0.135 -0.137 0.907 -0.134
Cl -4.55292 1.35289 -2.53341 1.172 2.533 -0.511 0.627
H 1.82529 -1.08675 -0.09597 -0.805 2.631 -1.289 0.084
H -1.57692 1.18319 2.36921 -0.059 -0.834 -1.074 0.150
H -2.69785 6.03430 0.84964 0.864 -2.304 -0.824 0.087
H -3.00128 4.88427 -0.60364 0.696 -0.240 1.999 0.017
H -3.00343 4.22631 1.25978 1.059 1.227 -1.956 0.061
H -0.18386 6.09638 -1.34071 -0.059 0.324 1.305 0.022
H 3.60291 5.30603 -2.53016 -1.311 -2.075 -0.731 0.156
H 2.53628 4.44338 -3.78291 0.582 -0.407 1.945 0.140
H 5.15428 1.88748 -1.46234 -1.071 -0.340 -1.494 0.136
H 6.03709 4.24421 -2.97791 -0.822 -1.175 -1.803 0.131
H 3.99825 3.49334 1.16140 -2.087 -0.455 -0.372 0.150
H 4.12889 5.97768 -0.52140 -1.551 0.137 1.136 0.125
H -0.61501 2.52782 -4.79785 2.072 0.595 1.741 0.181
H 0.62602 3.91952 -4.67112 -0.344 -2.545 0.924 0.160
H -2.01834 0.67548 -3.74678 1.587 0.034 1.926 0.099
H -1.80504 0.00405 -2.00619 1.516 1.831 -1.596 0.107
H -0.27433 0.25071 -3.19307 -1.680 1.094 1.227 0.096
H -5.03011 5.00413 -2.46119 0.297 -1.802 -1.816 0.096
H -4.68825 4.74891 -4.31759 -0.485 -1.376 1.966 0.084
H -6.07312 3.74353 -3.39620 2.429 0.624 0.008 0.093
C 5.39915 -0.44818 3.07279 0.765 0.351 0.750 -0.125
C 3.94606 -0.28408 3.38037 -0.413 0.475 1.324 -0.121
O 3.32162 -0.50718 2.13040 0.592 -0.701 -1.268 0.045
C 4.18190 -1.26185 1.38605 -0.360 -0.722 -1.176 -0.512
O 3.89691 -1.78077 0.31966 0.335 0.942 1.880 0.107
O 5.40161 -1.36071 1.99102 -1.001 -0.195 -0.911 0.072
H 5.96138 -0.85000 3.92018 -0.044 -0.032 -0.286 0.145
H 5.86599 0.48729 2.74715 0.001 -0.056 -0.003 0.131
H 3.58316 -1.03010 4.09525 0.010 0.058 -0.099 0.140
H 3.71100 0.71455 3.75871 -0.060 -0.335 -0.173 0.108
C 0.56268 -3.75682 1.60966 -0.049 0.151 -0.623 -0.162
C 0.65439 -5.18528 2.03872 -0.590 -0.848 -0.483 -0.123
O 1.64859 -5.15956 3.04521 0.314 0.913 0.564 0.067
C 1.68089 -3.88716 3.53878 1.057 0.658 1.802 -0.512
O 2.30235 -3.54946 4.53247 -1.196 -0.625 -2.107 0.125
O 0.92659 -3.04282 2.77616 0.579 -0.487 1.190 0.061
H -0.44534 -3.48306 1.28625 0.334 0.079 0.259 0.120
H 1.27123 -3.51369 0.81096 -0.141 -0.252 0.801 0.111
H -0.28097 -5.55176 2.47473 0.080 -0.006 -0.010 0.140
H 0.94835 -5.84766 1.21989 0.064 0.058 0.216 0.137
C -5.96070 -0.89883 1.22390 1.126 0.091 -0.160 -0.165
C -6.70156 -1.51187 2.36771 0.470 -0.611 0.910 -0.135
O -8.00359 -0.97331 2.23817 -0.261 0.412 -0.925 0.068
C -8.15657 -0.61509 0.92977 -2.441 0.712 -0.984 -0.515
O -9.21466 -0.27329 0.42845 2.481 -0.758 1.118 0.135
O -6.97180 -0.69024 0.25586 -0.904 0.026 0.187 0.052
H -5.17968 -1.55680 0.83310 -0.213 0.167 -0.061 0.125
H -5.51538 0.06723 1.48369 -0.028 -0.098 -0.013 0.122
H -6.76072 -2.60270 2.29099 0.008 0.097 -0.007 0.140
H -6.26655 -1.24670 3.33524 -0.232 -0.017 -0.131 0.140
C 1.95735 4.71748 3.82690 -0.005 1.020 -0.673 -0.139
C 0.71791 4.04780 4.32521 -1.087 0.400 -0.042 -0.142
O 1.17300 2.76365 4.70727 1.061 -0.205 0.172 0.067
C 2.50887 2.87640 4.96493 1.216 -1.705 1.156 -0.507
O 3.18701 2.00328 5.48018 -1.463 1.979 -1.189 0.128
O 2.98620 4.09341 4.57185 -0.101 -0.949 0.389 0.068
H 1.94865 5.79612 4.00607 0.170 -0.211 0.036 0.145
H 2.13189 4.53490 2.76140 -0.086 -0.005 0.097 0.102
H 0.29578 4.54902 5.20264 0.061 -0.044 -0.070 0.141
H -0.05325 3.97243 3.55366 0.148 -0.122 0.139 0.098
C 1.99776 -9.63748 0.41246 1.146 0.060 -0.124 -0.141
C 1.25690 -10.25052 1.55627 0.475 -0.627 0.903 -0.139
O -0.04513 -9.71196 1.42673 -0.323 0.445 -0.916 0.061
C -0.19811 -9.35373 0.11832 -2.176 0.628 -0.983 -0.520
O -1.25619 -9.01194 -0.38299 2.361 -0.679 1.099 0.127
O 0.98666 -9.42888 -0.55559 -0.980 0.051 0.252 0.060
H 2.77878 -10.29545 0.02166 -0.203 0.161 -0.095 0.139
H 2.44308 -8.67141 0.67225 -0.036 -0.073 -0.004 0.133
H 1.19775 -11.34135 1.47955 0.000 0.106 -0.011 0.138
H 1.69192 -9.98534 2.52379 -0.250 -0.009 -0.116 0.139
C -1.37885 -3.21059 -3.65407 -0.482 0.312 -1.097 -0.133
C -1.28714 -4.63905 -3.22501 -0.606 -0.986 -0.607 -0.125
O -0.29294 -4.61334 -2.21852 0.332 1.232 0.713 0.085
C -0.26064 -3.34093 -1.72495 1.122 0.310 1.418 -0.469
O 0.36081 -3.00323 -0.73126 -1.552 -0.392 -3.556 0.062
O -1.01494 -2.49659 -2.48757 0.552 -0.324 0.892 0.034
H -2.38687 -2.93683 -3.97748 0.178 0.084 0.168 0.141
H -0.67030 -2.96746 -4.45277 -0.032 -0.027 0.082 0.140
H -2.22250 -5.00553 -2.78900 0.111 0.034 -0.033 0.143
H -0.99318 -5.30143 -4.04384 0.068 0.047 0.291 0.145
```
Positions in Å, forces in eV/Å.

## Properties
Total energy ... -135233.3027 eV
Net charge ... +1
E_HOMO ... -11.863 eV
Frontier orbital gap ... 7.669 eV

***

Record 2
DFT (the ωB97M-V functional and the def2-TZVPD basis) results for C35H32CoF6N6OS3 as an isolated structure in a non-equilibrium geometry.

Geometry as XYZ:
```
84
Properties=species:S:1:pos:R:3:forces:R:3:lowdin_charge:R:1
Co 2.60139 0.14889 0.03665 -0.041 1.129 -0.512 0.053
S 1.12866 -0.96901 -1.64543 -0.799 0.967 0.321 0.945
C -0.41496 -0.32458 -1.40585 1.147 -2.644 -2.131 -0.566
N -1.47158 -0.86272 -2.06129 0.513 0.687 0.673 -0.109
C -2.79197 -0.33867 -1.82202 -0.523 0.535 0.175 -0.100
C -2.70409 1.17744 -1.72308 -0.401 -0.438 -0.533 -0.095
N -1.77294 1.51853 -0.67503 0.935 -0.944 -0.297 -0.095
C -2.15430 2.59219 0.21835 0.067 0.434 0.327 -0.129
C -3.23945 2.13502 1.15992 -0.062 0.034 -0.126 -0.211
C -2.95870 1.13340 2.08153 0.012 -0.036 0.025 -0.038
C -3.95036 0.65577 2.91721 0.001 -0.076 0.024 -0.073
C -5.23290 1.17568 2.84165 -0.071 0.032 0.043 -0.086
C -5.51503 2.18155 1.93456 -0.138 -0.027 0.043 -0.080
C -4.52360 2.65619 1.09203 0.120 0.032 -0.020 -0.047
C -0.64459 0.78764 -0.53299 -0.231 2.603 2.642 -0.590
S 0.45170 1.17838 0.70532 -0.356 -0.437 -0.707 0.845
C -1.36498 -1.95297 -3.00453 0.144 -0.384 -0.206 -0.131
C -1.58378 -1.46138 -4.41517 -0.101 -0.024 0.043 -0.211
C -2.63311 -1.93340 -5.19192 0.089 -0.067 0.095 -0.050
C -2.81752 -1.46116 -6.48129 -0.050 -0.004 -0.103 -0.084
C -1.96208 -0.50497 -6.99926 -0.053 -0.030 -0.070 -0.085
C -0.92535 -0.01619 -6.22113 0.074 0.048 0.019 -0.066
C -0.73444 -0.49184 -4.93688 -0.003 -0.012 -0.034 -0.025
H -3.20274 -0.74552 -0.88649 -0.007 0.003 -0.134 0.144
H -3.43893 -0.62897 -2.65109 0.041 0.052 0.039 0.133
H -3.67868 1.60111 -1.47905 0.043 -0.054 0.015 0.130
H -2.36840 1.58935 -2.68352 -0.044 0.020 0.088 0.146
H -2.49696 3.43758 -0.38438 0.038 -0.052 0.001 0.137
H -1.26933 2.89159 0.78196 -0.096 0.068 -0.175 0.080
H -1.95601 0.73603 2.13348 0.116 -0.086 0.046 0.079
H -3.72679 -0.12611 3.62727 0.040 -0.073 0.078 0.103
H -6.00863 0.80110 3.49286 -0.059 -0.023 0.052 0.103
H -6.51178 2.59231 1.87790 -0.089 0.046 -0.011 0.104
H -4.74975 3.44149 0.38404 -0.007 0.078 -0.086 0.112
H -2.10730 -2.71275 -2.73622 0.052 0.053 -0.041 0.136
H -0.36753 -2.38409 -2.90219 -0.193 -0.053 0.018 0.079
H -3.29883 -2.68951 -4.79811 -0.063 -0.057 0.072 0.110
H -3.62938 -1.84329 -7.08195 -0.070 -0.037 -0.051 0.103
H -2.09443 -0.14992 -8.01061 -0.039 0.055 -0.057 0.103
H -0.25597 0.73186 -6.61597 0.090 0.079 -0.053 0.108
H 0.08683 -0.12091 -4.34257 0.138 0.085 0.107 0.097
S 4.00456 1.16492 1.49307 -0.203 -0.149 -0.230 0.724
C 3.57775 0.08919 2.80023 0.704 1.575 -1.042 -0.814
N 4.18845 0.25148 3.95471 0.237 -0.073 0.157 0.057
N 3.75617 -0.33220 5.06460 0.777 -0.418 0.008 0.018
C 2.47027 -0.54013 5.51623 -1.047 -0.119 0.336 -0.238
C 1.35184 0.01679 4.88746 0.213 0.057 0.067 -0.037
C 0.10160 -0.11604 5.45353 0.040 -0.044 0.123 -0.087
C -0.06963 -0.80439 6.64502 -0.086 -0.066 0.069 -0.101
C 1.03258 -1.37080 7.26775 -0.185 0.057 -0.007 -0.094
C 2.29027 -1.24296 6.71487 0.187 0.155 -0.361 -0.031
N 2.75711 -0.91912 2.54228 -1.119 -2.175 -0.595 0.059
N 2.43436 -1.11163 1.29016 0.757 -0.065 2.862 -0.136
C 1.74199 -2.30557 1.07561 -0.532 -1.122 0.122 -0.300
C 2.08872 -3.10881 -0.01320 0.146 0.093 0.404 -0.114
C 1.37948 -4.26602 -0.27193 0.040 -0.027 0.002 -0.090
C 0.31190 -4.62094 0.53543 -0.052 0.009 0.019 -0.089
C -0.01345 -3.83765 1.63454 -0.067 -0.117 -0.062 -0.078
C 0.70369 -2.69306 1.92251 0.165 0.252 -0.222 -0.012
H 4.49664 -0.46704 5.74505 -0.252 0.269 -0.178 0.151
H 1.46388 0.58486 3.97948 -0.019 0.047 -0.078 0.094
H -0.74382 0.34125 4.96300 -0.126 0.066 -0.055 0.096
H -1.05026 -0.88558 7.08903 -0.074 -0.054 0.032 0.096
H 0.90994 -1.90644 8.19747 0.014 -0.053 0.066 0.102
H 3.14693 -1.67659 7.20989 0.121 -0.052 0.058 0.108
H 2.93307 -2.82971 -0.62846 0.034 0.030 -0.027 0.105
H 1.66423 -4.88550 -1.10912 -0.003 -0.057 -0.078 0.107
H -0.26633 -5.50435 0.30970 -0.022 -0.109 0.023 0.100
H -0.83348 -4.12380 2.27284 -0.135 -0.045 0.105 0.101
H 0.45305 -2.06915 2.76835 0.023 0.034 0.071 0.104
C 4.37434 3.17456 -1.26245 -0.166 -0.191 -0.113 0.002
C 3.48534 2.20287 -2.05278 -0.194 0.115 0.068 -0.459
O 3.08261 1.08324 -1.41754 0.625 0.511 -1.284 -0.314
C 4.24828 1.74047 -3.32311 0.124 0.034 0.032 -0.571
F 3.51276 0.93227 -4.09125 -0.246 -0.220 -0.144 0.153
F 5.35243 1.06460 -2.99215 0.173 -0.162 0.251 0.159
F 4.65055 2.75300 -4.10968 0.047 0.287 -0.053 0.143
C 2.21011 2.95915 -2.51237 0.057 0.142 0.013 -0.566
F 2.44701 3.96954 -3.36128 0.130 0.244 -0.194 0.151
F 1.56704 3.49469 -1.46560 -0.078 0.071 0.418 0.133
F 1.32428 2.15467 -3.11389 -0.239 -0.293 -0.191 0.133
H 5.27158 2.65357 -0.93367 -0.001 -0.022 -0.045 0.087
H 3.83506 3.51926 -0.38203 -0.009 0.003 -0.022 0.077
H 4.64571 4.02198 -1.88901 0.077 0.100 0.075 0.094
```
Positions in Å, forces in eV/Å.

## Properties
Total energy ... -134239.5554 eV
Spin multiplicity ... 2
<S²> ... 1.149
E_HOMO (spin up / spin down) ... -7.142 / -6.833 eV
Frontier orbital gap (spin up / spin down) ... 5.692 / 5.406 eV